The following is a DFT calculation (ωB97M-V/def2-TZVPD) of 6 unconnected molecules or ions with the total composition C34H57BrN3O11PS2 in a non-equilibrium geometry.

Computed properties:
- HOMO energy (eV) = -8.439
- strongest force on any atom (Eh/bohr) = 0.045
- molecular weight (g mol⁻¹) = 858.85
- HOMO-LUMO gap (eV) = 8.08
- SMILES string = [H]/N=C\CN1c2cc(OCCCC)c(Br)c(S(C)(=O)=O)c2Sc2c(CCCC#C)cc([PH2]=O)c(ON=O)c21.CCO.CCO.CCO.CCO.CCO

```
! wB97M-V def2-TZVPD RIJCOSX def2/J DEFGRID3
* xyz 0 1
C -2.960 -0.775 5.289
C -3.773 0.072 5.033
C -4.714 1.146 4.706
C -4.074 2.225 3.783
C -4.709 2.313 2.393
C -4.771 1.012 1.630
C -6.009 0.442 1.360
C -6.085 -0.746 0.638
P -7.766 -1.378 0.338
O -8.819 -0.394 0.684
C -4.928 -1.372 0.198
O -5.013 -2.538 -0.558
N -5.608 -3.613 0.173
O -5.993 -4.432 -0.555
C -3.669 -0.836 0.462
C -3.626 0.363 1.171
S -2.032 1.102 1.478
C -1.163 0.582 0.012
C -1.512 -0.651 -0.545
C -0.853 -1.119 -1.666
C 0.152 -0.365 -2.255
O 0.794 -0.837 -3.359
C 1.440 -2.111 -3.151
C 2.396 -2.130 -1.955
C 1.906 -2.869 -0.691
C 1.297 -4.247 -0.943
C 0.479 0.873 -1.726
Br 1.832 1.818 -2.675
C -0.162 1.367 -0.576
S 0.339 2.979 0.023
C 2.110 2.957 0.334
O -0.291 3.338 1.274
O 0.080 3.932 -1.030
N -2.507 -1.516 0.004
C -1.892 -2.408 1.016
C -2.907 -3.268 1.753
N -3.405 -2.961 2.874
H -2.203 -1.521 5.325
H -4.982 1.632 5.647
H -5.634 0.738 4.285
H -3.010 2.014 3.715
H -4.152 3.190 4.277
H -4.101 3.002 1.798
H -5.710 2.732 2.494
H -6.945 0.877 1.689
H -7.873 -2.533 1.141
H -7.796 -1.824 -1.001
H -1.137 -2.080 -2.073
H 2.038 -2.272 -4.047
H 0.691 -2.902 -3.144
H 2.658 -1.113 -1.650
H 3.337 -2.590 -2.262
H 1.204 -2.271 -0.105
H 2.785 -3.015 -0.057
H 0.400 -4.225 -1.565
H 2.009 -4.937 -1.403
H 0.993 -4.713 -0.002
H 2.478 1.935 0.258
H 2.558 3.531 -0.473
H 2.315 3.414 1.296
H -1.248 -1.870 1.723
H -1.236 -3.101 0.476
H -3.187 -4.190 1.246
H -3.020 -2.063 3.177
C -1.045 -5.158 -6.751
C -0.560 -4.266 -5.624
O 0.062 -5.023 -4.585
H -1.755 -5.893 -6.373
H -1.529 -4.572 -7.534
H -0.211 -5.706 -7.196
H -1.397 -3.732 -5.176
H 0.153 -3.525 -6.002
H 0.810 -5.486 -4.973
C -2.794 6.256 1.712
C -2.384 5.859 3.120
O -2.196 4.454 3.230
H -3.715 5.745 1.428
H -2.953 7.333 1.637
H -2.025 5.967 0.993
H -3.160 6.130 3.836
H -1.461 6.374 3.407
H -1.503 4.202 2.606
C 5.766 1.674 -5.338
C 6.384 2.422 -4.171
O 5.452 3.312 -3.564
H 5.399 2.376 -6.087
H 6.492 1.008 -5.808
H 4.914 1.075 -5.005
H 7.221 3.032 -4.507
H 6.757 1.717 -3.419
H 4.711 2.784 -3.252
C 5.376 5.492 3.231
C 4.023 4.811 3.315
O 4.112 3.420 3.000
H 5.798 5.376 2.233
H 5.294 6.555 3.457
H 6.078 5.042 3.938
H 3.330 5.250 2.597
H 3.595 4.928 4.316
H 4.710 3.014 3.634
C 6.502 -4.422 1.530
C 6.404 -3.676 0.212
O 5.606 -2.500 0.329
H 5.508 -4.696 1.885
H 7.099 -5.328 1.425
H 6.962 -3.793 2.296
H 5.929 -4.299 -0.545
H 7.402 -3.403 -0.147
H 6.020 -1.932 0.985
*
```

Mulliken atomic charge list, values in e, 5 entries: C -0.278; C -0.280; C -0.554; C -0.375; C -1.978

The following is a DFT calculation (ωB97M-V/def2-TZVPD) of a molecular structure, C34H57CeN4OP2 in a non-equilibrium geometry.

Computed properties:
- HOMO energy (spin up / spin down) (eV) = -15.529 / -15.529
- ΔE to the lowest compared entry with this formula, charge and spin (eV) = 3.966
- strongest force on any atom (Eh/bohr) = 0.111
- molecular weight (g mol⁻¹) = 739.92
- HOMO-LUMO gap (spin up / spin down) (eV) = 5.86 / 5.86

```
! wB97M-V def2-TZVPD RIJCOSX def2/J DEFGRID3
* xyz 3 1
C 0.118 -0.345 -3.442
C -0.073 1.707 -2.322
C -0.058 0.291 -4.672
C -0.072 2.414 -3.536
C -0.117 1.687 -4.718
H -0.125 -0.297 -5.590
H -0.081 3.502 -3.542
H -0.278 2.189 -5.671
N 0.101 0.338 -2.285
P 0.356 -2.720 -1.832
P -0.990 3.315 0.912
C 0.318 -1.868 -3.457
H -0.490 -2.330 -4.039
H 1.239 -2.066 -4.017
C -0.421 2.289 -1.070
H 0.372 2.867 -0.468
C -1.397 5.119 0.539
C 0.345 2.870 2.165
C -1.187 -3.864 -1.717
C 2.002 -3.627 -1.940
C -2.886 5.160 0.971
H -2.962 5.062 2.064
H -3.358 6.104 0.671
H -3.474 4.340 0.539
C -0.595 6.086 1.408
H -0.637 5.853 2.482
H 0.456 6.156 1.097
H -1.034 7.087 1.279
C -1.198 5.564 -0.924
H -1.823 6.453 -1.105
H -0.156 5.851 -1.118
H -1.471 4.818 -1.676
C -0.499 2.905 3.456
H -1.308 2.162 3.410
H 0.120 2.670 4.326
H -0.969 3.886 3.620
C 0.928 1.444 1.990
H 0.149 0.677 2.154
H 1.454 1.317 1.029
H 1.684 1.275 2.769
C 1.534 3.830 2.166
H 1.317 4.825 2.575
H 2.322 3.397 2.801
H 1.978 3.955 1.163
C 2.211 -4.524 -0.705
H 3.176 -5.043 -0.817
H 2.257 -3.944 0.228
H 1.434 -5.292 -0.594
C 3.109 -2.551 -1.963
H 2.992 -1.856 -2.804
H 3.142 -1.968 -1.031
H 4.081 -3.056 -2.076
C 2.108 -4.483 -3.215
H 3.144 -4.849 -3.294
H 1.452 -5.359 -3.188
H 1.891 -3.921 -4.132
C -2.380 -3.203 -2.437
H -2.241 -3.180 -3.527
H -3.288 -3.799 -2.235
H -2.585 -2.177 -2.093
C -1.549 -4.065 -0.225
H -1.883 -3.135 0.274
H -2.392 -4.773 -0.162
H -0.721 -4.494 0.359
C -0.941 -5.238 -2.357
H -0.676 -5.155 -3.419
H -0.175 -5.822 -1.832
H -1.876 -5.821 -2.300
Ce -0.127 -0.736 0.223
C 2.212 -1.258 1.490
O 3.151 -1.578 2.085
N -1.428 0.721 0.411
C -1.566 1.915 -0.383
C -2.980 1.875 -1.064
C -3.249 3.104 -1.945
C -3.059 0.654 -1.991
C -4.059 1.712 -0.002
H -3.328 4.040 -1.372
H -2.448 3.184 -2.703
H -4.219 2.988 -2.466
H -2.913 -0.282 -1.441
H -4.053 0.604 -2.466
H -2.298 0.743 -2.773
H -5.071 1.578 -0.408
H -3.867 0.826 0.601
H -4.154 2.560 0.675
N -2.111 -2.797 6.191
C -1.667 -2.380 4.976
C -2.281 -1.278 4.342
C -1.820 -0.903 3.081
N -0.792 -1.561 2.453
C -0.190 -2.612 3.086
C -0.601 -3.058 4.330
H -2.869 -2.321 6.652
H -1.687 -3.584 6.656
H -3.100 -0.739 4.804
H -2.269 -0.077 2.534
H 0.646 -3.088 2.543
H -0.127 -3.918 4.801
*
```

Mulliken atomic charge list, values in e, 5 entries: C 0.562; C -1.806; C -0.757; C -0.676; C -0.828

The following is a DFT calculation (ωB97M-V/def2-TZVPD) of a molecular structure, C34H57ClNPTc in a non-equilibrium geometry.

Computed properties:
- HOMO energy (spin up / spin down) (eV) = -6.996 / -7.001
- strongest force on any atom (Eh/bohr) = 0.048
- molecular weight (g mol⁻¹) = 644.26
- HOMO-LUMO gap (spin up / spin down) (eV) = 7.23 / 6.35

```
! wB97M-V def2-TZVPD RIJCOSX def2/J DEFGRID3
* xyz 0 4
Tc 0.241 -0.390 1.237
Cl 1.876 -0.892 2.811
P 0.196 0.122 -1.008
C -1.898 -0.930 0.813
H -2.341 -0.558 -0.121
H -2.506 -0.559 1.644
C 2.009 0.316 -1.418
C -0.739 1.774 -1.226
C 2.419 0.359 -2.895
H 2.271 1.290 -0.968
C 3.906 0.721 -2.998
H 2.253 -0.627 -3.354
H 1.825 1.093 -3.459
C 4.814 -0.187 -2.151
H 4.212 0.670 -4.050
H 4.032 1.763 -2.672
C 4.300 -0.429 -0.728
H 4.918 -1.156 -2.657
H 5.816 0.253 -2.101
C 2.808 -0.780 -0.706
H 4.865 -1.240 -0.252
H 4.452 0.474 -0.119
H 2.637 -1.747 -1.207
H 2.502 -0.904 0.349
C -0.521 -0.961 -2.397
C -2.239 1.638 -1.545
H -0.665 2.219 -0.219
C -2.939 3.001 -1.505
H -2.386 1.192 -2.537
H -2.728 0.962 -0.837
C -2.252 4.045 -2.392
H -3.983 2.878 -1.821
H -2.963 3.359 -0.465
C -0.727 4.105 -2.218
H -2.486 3.833 -3.445
H -2.675 5.034 -2.179
C -0.049 2.728 -2.208
H -0.288 4.707 -3.024
H -0.488 4.616 -1.273
H -0.071 2.301 -3.223
H 1.011 2.853 -1.944
C 0.171 -2.324 -2.561
H -1.546 -1.145 -2.027
C -0.614 -3.233 -3.516
H 1.194 -2.183 -2.938
H 0.265 -2.844 -1.603
C -0.883 -2.580 -4.877
H -0.057 -4.168 -3.656
H -1.570 -3.497 -3.041
C -1.434 -1.154 -4.752
H 0.051 -2.556 -5.455
H -1.590 -3.195 -5.444
C -0.623 -0.291 -3.778
H -1.442 -0.668 -5.737
H -2.475 -1.191 -4.403
H 0.385 -0.147 -4.188
H -1.077 0.704 -3.722
C -0.165 -2.465 0.981
C -1.762 -2.409 0.802
H 0.234 -2.669 -0.027
C -2.593 -3.023 1.922
H -2.030 -2.863 -0.167
C -1.825 -3.182 3.229
H -3.477 -2.399 2.082
H -2.957 -4.006 1.609
C -0.617 -4.089 2.984
H -1.485 -2.216 3.619
H -2.481 -3.628 3.992
C 0.327 -3.602 1.868
H -0.047 -4.252 3.909
H -1.002 -5.084 2.707
H 1.298 -3.334 2.297
H 0.494 -4.442 1.185
C -0.944 -0.576 5.955
N -0.371 0.480 5.174
C 0.897 1.003 5.563
C -1.064 0.893 3.999
C -0.339 1.929 3.181
C -0.384 3.239 3.650
C 0.376 4.228 3.026
C 1.170 3.908 1.920
C 1.185 2.597 1.433
C 0.359 1.621 2.009
H -0.603 -0.482 6.995
H -0.634 -1.570 5.584
H -2.043 -0.519 5.913
H 1.687 0.694 4.860
H 0.887 2.102 5.622
H 1.130 0.592 6.556
H -1.357 0.006 3.406
H -2.016 1.341 4.344
H -1.012 3.462 4.521
H 0.353 5.243 3.421
H 1.781 4.669 1.433
H 1.852 2.330 0.611
*
```

Mulliken atomic charge list, values in e, 5 entries: Tc -2.847; Cl -0.580; P 1.044; C -1.420; H -0.045

The following is a DFT calculation (ωB97M-V/def2-TZVPD) of a molecular structure, C34H57GdN3O3Si in a non-equilibrium geometry.

Computed properties:
- HOMO energy (spin up / spin down) (eV) = -10.746 / -10.794
- strongest force on any atom (Eh/bohr) = 0.044
- molecular weight (g mol⁻¹) = 741.18
- HOMO-LUMO gap (spin up / spin down) (eV) = 5.99 / 8.27

```
! wB97M-V def2-TZVPD RIJCOSX def2/J DEFGRID3
* xyz 1 8
O 0.913 -2.051 -0.192
O -1.589 -2.324 -4.285
C 2.152 -2.345 -1.027
C 3.042 -3.345 -0.333
H 2.681 -1.403 -1.224
H 1.787 -2.728 -1.987
H 3.520 -2.915 0.562
H 3.846 -3.639 -1.015
H 2.495 -4.249 -0.057
C -0.213 -2.949 -0.343
C -0.124 -3.926 -1.484
H -1.109 -2.318 -0.452
H -0.316 -3.484 0.611
H -0.352 -3.475 -2.459
H -0.907 -4.656 -1.288
H 0.842 -4.425 -1.535
C -2.871 -1.969 -3.751
C -1.080 -1.459 -5.315
C -3.717 -3.221 -3.511
H -3.438 -1.269 -4.396
H -2.660 -1.457 -2.798
H -3.844 -3.787 -4.451
H -4.725 -2.963 -3.145
H -3.228 -3.877 -2.769
C -1.069 -2.083 -6.707
H -0.058 -1.254 -4.983
H -1.653 -0.513 -5.331
H -0.595 -3.076 -6.706
H -0.516 -1.438 -7.404
H -2.096 -2.188 -7.096
H 1.560 0.801 -1.961
N 1.711 1.084 2.039
C 1.638 2.343 2.479
C 0.475 3.108 2.327
C -0.807 2.620 2.042
C 2.825 2.970 3.146
H 3.726 2.892 2.524
H 3.025 2.503 4.121
H 2.615 4.030 3.322
C -1.930 3.625 2.087
H -2.394 3.640 3.086
H -2.710 3.425 1.342
H -1.514 4.618 1.898
N -1.097 1.323 1.850
C 2.844 0.253 2.349
C 3.841 0.070 1.359
C 3.779 0.812 0.047
C 4.874 -0.832 1.614
H 5.631 -1.015 0.841
C 4.956 -1.481 2.847
H 5.782 -2.168 3.029
C 4.007 -1.245 3.837
H 4.088 -1.738 4.808
C 2.939 -0.383 3.610
C 1.904 -0.163 4.671
C -2.393 0.841 2.231
C -3.332 0.524 1.227
C -2.976 0.676 -0.234
C -4.596 0.081 1.613
H -5.313 -0.178 0.830
C -4.933 -0.007 2.964
H -5.928 -0.349 3.247
C -4.011 0.352 3.946
H -4.276 0.316 5.005
C -2.738 0.783 3.600
C -1.758 1.189 4.652
Gd 0.245 -0.590 1.428
H 3.228 0.239 -0.724
H 4.803 0.959 -0.344
H 3.298 1.798 0.139
H 1.490 0.850 4.656
H 2.361 -0.315 5.655
H 1.074 -0.877 4.602
H -3.904 0.757 -0.833
H -2.416 -0.204 -0.622
H -2.367 1.582 -0.422
H -0.783 0.694 4.553
H -2.170 0.909 5.627
H -1.585 2.272 4.664
H 0.560 4.174 2.518
C 0.746 0.712 -2.684
Si 0.279 2.520 -2.979
H 1.168 0.191 -3.545
H -0.015 0.069 -2.193
C 1.644 2.918 -4.197
C 0.627 3.326 -1.301
C -1.574 2.693 -3.295
H -2.021 1.734 -3.607
H -1.792 3.438 -4.060
H -2.090 3.001 -2.367
H 2.609 2.652 -3.741
H 1.697 3.971 -4.479
H 1.556 2.315 -5.106
H 1.414 2.791 -0.752
H -0.263 3.320 -0.652
H 0.955 4.372 -1.417
O -1.693 -2.596 4.986
C -1.136 -2.283 3.987
N -0.573 -1.928 2.980
*
```

Mulliken atomic charge list, values in e, 5 entries: O 0.535; O -0.280; C -0.247; C -1.183; H -0.044